Density functional theory data (ωB97M-V with the def2-TZVPD basis set) for a 8-piece molecular cluster, C31H66B2Br2INO11P overall.

Geometry as XYZ:
```
115
Properties=species:S:1:pos:R:3
C 2.092 0.537 3.502
C 0.834 1.359 3.273
Br 1.478 3.251 3.170
C -0.066 1.047 2.070
Br 0.920 0.099 0.635
B -1.495 0.341 2.498
I -2.658 -0.164 0.649
B -2.499 1.439 3.358
N -2.193 2.890 3.606
O -3.706 0.989 3.841
P -1.328 -1.326 3.511
O -2.540 -2.137 3.692
O -0.181 -2.289 2.846
O -0.736 -0.997 5.013
H 1.858 -0.521 3.646
H 2.590 0.882 4.411
H 2.796 0.654 2.684
H 0.239 1.361 4.184
H -0.298 1.989 1.580
H -1.296 3.021 4.059
H -2.125 3.369 2.712
H -3.866 1.330 4.733
H 0.673 -1.847 2.773
H 0.082 -0.490 4.991
C 6.158 3.777 4.069
C 6.934 2.469 3.921
C 6.299 1.614 5.011
O 4.945 2.044 5.121
C 4.759 3.266 4.394
H 6.176 4.400 3.176
H 6.558 4.360 4.902
H 6.747 2.031 2.939
H 8.011 2.579 4.048
H 6.801 1.767 5.974
H 6.313 0.547 4.781
H 4.188 3.057 3.488
H 4.181 3.955 5.009
C 0.331 5.427 -1.719
C 1.192 4.196 -1.992
C 0.711 3.235 -0.911
O -0.663 3.557 -0.680
C -0.992 4.787 -1.313
H 0.231 6.096 -2.574
H 0.746 5.998 -0.884
H 0.968 3.793 -2.984
H 2.264 4.388 -1.936
H 1.264 3.378 0.024
H 0.791 2.187 -1.193
H -1.616 4.581 -2.191
H -1.569 5.400 -0.618
C -0.079 -0.261 -4.508
C -0.540 -1.716 -4.451
C -0.748 -1.911 -2.952
O -1.155 -0.645 -2.442
C -0.937 0.371 -3.417
H -0.225 0.210 -5.480
H 0.981 -0.194 -4.245
H -1.487 -1.827 -4.988
H 0.176 -2.422 -4.872
H 0.179 -2.219 -2.456
H -1.522 -2.646 -2.719
H -1.902 0.691 -3.818
H -0.459 1.227 -2.936
C -4.929 0.485 -7.598
C -5.573 0.022 -6.293
C -4.352 -0.225 -5.417
O -3.360 0.709 -5.850
C -3.755 1.308 -7.081
H -5.596 1.061 -8.238
H -4.568 -0.375 -8.166
H -6.186 0.821 -5.871
H -6.197 -0.865 -6.401
H -3.965 -1.241 -5.552
H -4.542 -0.069 -4.355
H -4.053 2.346 -6.892
H -2.902 1.314 -7.762
C -7.238 0.019 7.299
C -6.229 -1.124 7.410
C -5.177 -0.710 6.389
O -5.188 0.723 6.385
C -6.322 1.219 7.081
H -7.879 0.131 8.174
H -7.875 -0.131 6.424
H -5.799 -1.146 8.415
H -6.653 -2.105 7.199
H -5.419 -1.065 5.384
H -4.173 -1.054 6.632
H -5.998 1.649 8.037
H -6.787 2.008 6.488
C 2.307 -4.603 0.942
C 3.506 -3.713 0.617
C 3.259 -3.392 -0.851
O 1.847 -3.386 -1.033
C 1.205 -3.939 0.127
H 2.065 -4.644 2.004
H 2.486 -5.622 0.590
H 3.465 -2.798 1.212
H 4.471 -4.191 0.787
H 3.698 -4.156 -1.505
H 3.659 -2.419 -1.144
H 0.734 -3.130 0.690
H 0.429 -4.634 -0.194
C 2.409 -3.628 -5.806
C 3.512 -4.199 -6.694
C 4.763 -3.667 -6.006
O 4.451 -3.578 -4.619
C 3.040 -3.735 -4.425
H 1.465 -4.166 -5.878
H 2.225 -2.581 -6.059
H 3.496 -5.291 -6.659
H 3.442 -3.890 -7.737
H 5.023 -2.669 -6.378
H 5.630 -4.317 -6.132
H 2.852 -4.717 -3.979
H 2.686 -2.974 -3.729
```

HOMO (eV): -4.451
Charge: -1
Energy (Eh): -7940.14160
HOMO-LUMO gap (Eh): 0.2463
Strongest force on any atom (Eh/bohr): 0.016

These are the Mulliken partial charges, in e, on atoms 1 to 5: number 1, C, carries -1.70; number 2, C, carries -0.20; number 3, Br, carries -0.21; number 4, C, carries 0.29; number 5, Br, carries -0.05

***

Density functional theory data (ωB97M-V with the def2-TZVPD basis set) for a 9-piece molecular cluster, C31H67N5O9 overall.

Geometry as XYZ:
```
112
Properties=species:S:1:pos:R:3
C 15.466 9.706 11.639
C 15.076 8.459 12.515
C 15.816 7.323 11.881
O 16.012 7.673 10.483
C 15.618 9.035 10.258
H 16.429 10.111 11.976
H 14.770 10.526 11.506
H 13.977 8.384 12.451
H 15.414 8.523 13.527
H 15.267 6.379 11.839
H 16.749 7.120 12.392
H 14.663 8.997 9.755
H 16.396 9.497 9.672
C 17.840 18.374 11.498
C 17.780 18.589 12.991
C 16.336 18.966 13.066
O 15.640 18.129 12.162
C 16.588 17.637 11.146
H 18.817 17.869 11.175
H 17.857 19.356 11.033
H 18.518 19.348 13.266
H 17.919 17.591 13.494
H 16.207 20.024 12.870
H 15.857 18.766 14.025
H 16.103 17.889 10.199
H 16.614 16.559 11.075
C 16.649 14.562 16.409
C 17.060 16.006 16.168
C 16.463 16.744 17.299
O 16.450 15.862 18.417
C 16.698 14.502 17.987
H 17.353 13.842 15.947
H 15.639 14.329 16.084
H 16.738 16.259 15.166
H 18.184 16.021 16.158
H 15.402 16.956 17.029
H 16.960 17.663 17.525
H 15.904 13.877 18.413
H 17.672 14.119 18.300
C 14.313 14.479 12.711
C 15.433 13.485 12.134
C 14.885 13.209 10.748
O 14.510 14.501 10.352
C 13.803 15.117 11.411
H 14.774 15.246 13.370
H 13.539 13.971 13.318
H 15.724 12.772 12.882
H 16.256 14.161 11.910
H 14.112 12.423 10.819
H 15.660 12.875 10.059
H 12.762 14.943 11.178
H 13.942 16.202 11.398
C 12.014 17.185 6.879
O 11.027 16.845 6.258
N 12.904 16.373 7.410
C 14.028 16.899 8.215
C 12.855 14.918 7.200
H 12.212 18.251 7.154
H 13.948 16.550 9.231
H 13.961 17.994 8.219
H 15.038 16.572 7.831
H 13.829 14.641 6.822
H 12.696 14.387 8.129
H 12.108 14.602 6.509
C 11.999 18.255 11.225
O 11.487 18.628 10.161
N 11.266 17.712 12.210
C 11.948 17.322 13.463
C 9.751 17.666 12.226
H 13.086 18.301 11.309
H 11.372 17.728 14.329
H 12.963 17.657 13.491
H 11.978 16.227 13.630
H 9.324 18.156 11.373
H 9.437 16.645 12.428
H 9.333 18.190 13.123
C 16.213 10.934 15.301
O 17.294 11.312 14.880
N 15.919 10.334 16.467
C 14.608 9.932 16.827
C 17.017 10.000 17.392
H 15.311 10.983 14.673
H 13.830 10.343 16.211
H 14.396 10.155 17.845
H 14.590 8.825 16.832
H 16.596 9.977 18.386
H 17.448 9.033 17.206
H 17.840 10.715 17.283
C 10.366 15.600 9.478
O 10.703 14.517 9.875
N 9.067 16.064 9.500
C 8.749 17.330 8.902
C 7.911 15.287 10.044
H 11.001 16.333 8.985
H 8.345 18.017 9.668
H 8.038 17.122 8.089
H 9.686 17.662 8.415
H 7.106 15.285 9.273
H 8.166 14.257 10.307
H 7.577 15.830 10.975
C 18.467 12.085 11.509
O 18.123 11.820 10.350
N 18.809 13.305 11.957
C 18.909 13.632 13.396
C 18.798 14.433 10.939
H 18.470 11.402 12.386
H 19.878 14.017 13.738
H 18.573 12.781 13.934
H 18.210 14.423 13.670
H 19.732 14.503 10.383
H 17.937 14.309 10.256
H 18.607 15.379 11.490
```

Structure (SMILES): CN(C)C=O.CN(C)C=O.CN(C)C=O.CN(C)C=O.CN(C)C=O.C1CCOC1.C1CCOC1.C1CCOC1.C1CCOC1
HOMO (eV): -8.831
Energy (Eh): -2172.20170
HOMO-LUMO gap (Eh): 0.3341
Strongest force on any atom (Eh/bohr): 0.060

These are the Mulliken partial charges, in e, on atoms 1 to 5: number 1, C, carries 0.74; number 2, C, carries -0.35; number 3, C, carries -0.58; number 4, O, carries -0.46; number 5, C, carries -0.56

***

Density functional theory data (ωB97M-V with the def2-TZVPD basis set) for a 8-piece molecular cluster, C31H69B2F3N15O11S overall.

Geometry as XYZ:
```
132
Properties=species:S:1:pos:R:3
C -4.877 2.247 0.432
C -4.678 1.237 -0.773
C -3.153 1.055 -1.180
C -2.885 1.673 -2.616
C -1.334 1.824 -2.915
C -0.895 1.274 -4.339
C -0.248 -0.157 -4.283
C 1.211 -0.190 -3.691
C 1.794 -1.671 -3.677
C 3.344 -1.579 -3.283
C 3.723 -2.708 -2.241
C 4.630 -2.184 -1.028
C 3.939 -1.088 -0.155
C 2.350 -1.221 0.015
C 1.880 -2.619 0.516
C 0.448 -2.981 0.336
C -0.026 -4.302 0.768
C 0.857 -5.311 1.377
C 2.259 -4.956 1.581
C 3.333 -5.922 2.212
C 2.722 -3.624 1.155
O 4.455 -1.060 1.190
B 4.454 0.233 1.871
S 6.158 0.810 2.567
C 3.500 0.345 3.220
O 2.222 -0.395 3.098
C 1.152 0.403 3.197
F 1.116 1.388 2.213
F -0.037 -0.288 3.046
F 1.040 1.044 4.438
O 4.077 1.146 0.759
C 4.130 0.464 -0.513
B 5.516 0.981 -1.162
N 6.511 1.890 -0.526
O 5.812 0.502 -2.499
H -5.248 3.226 0.027
H -3.885 2.463 0.925
H -5.589 1.858 1.202
H -5.107 0.240 -0.485
H -5.241 1.584 -1.682
H -2.462 1.508 -0.421
H -2.942 -0.050 -1.279
H -3.425 2.653 -2.728
H -3.328 0.964 -3.375
H -1.118 2.935 -2.872
H -0.721 1.351 -2.105
H -1.851 1.169 -4.939
H -0.282 2.036 -4.877
H -0.187 -0.522 -5.353
H -0.897 -0.876 -3.699
H 1.903 0.474 -4.291
H 1.178 0.255 -2.653
H 1.280 -2.316 -2.922
H 1.752 -2.070 -4.726
H 3.530 -0.537 -2.928
H 3.947 -1.771 -4.213
H 4.390 -3.447 -2.784
H 2.847 -3.316 -1.881
H 5.601 -1.875 -1.493
H 4.857 -3.113 -0.428
H 1.917 -0.365 0.592
H 1.938 -1.112 -1.037
H -0.279 -2.258 -0.115
H -1.108 -4.571 0.638
H 0.488 -6.318 1.676
H 3.802 -5.454 3.117
H 2.945 -6.956 2.376
H 4.164 -6.011 1.455
H 3.795 -3.383 1.344
H 6.148 2.177 2.371
H 3.275 1.422 3.437
H 4.040 -0.067 4.117
H 3.351 0.912 -1.210
H 7.342 1.298 -0.365
H 6.831 2.527 -1.276
H 6.001 1.248 -3.092
C 1.549 2.129 -7.622
O 0.818 1.550 -6.840
N 1.820 3.461 -7.524
N 2.159 1.495 -8.663
H 2.419 3.957 -8.157
H 1.388 3.962 -6.768
H 1.983 0.511 -8.767
H 2.765 1.953 -9.318
C -8.411 2.975 1.849
O -7.890 2.694 0.779
N -8.668 2.040 2.809
N -8.778 4.240 2.177
H -9.094 2.252 3.693
H -8.410 1.091 2.605
H -8.601 4.962 1.492
H -9.207 4.485 3.051
C -9.632 5.952 5.656
O -9.396 4.811 5.296
N -9.771 6.985 4.779
N -9.777 6.290 6.966
H -9.965 7.929 5.056
H -9.670 6.774 3.801
H -9.681 5.553 7.643
H -9.971 7.221 7.284
C -7.405 6.715 -0.687
O -8.154 6.145 0.089
N -7.121 8.044 -0.594
N -6.791 6.067 -1.709
H -6.508 8.529 -1.222
H -7.559 8.555 0.152
H -6.977 5.082 -1.806
H -6.171 6.512 -2.360
C 6.930 -7.577 1.858
O 5.732 -7.787 1.932
N 7.451 -6.321 1.808
N 7.852 -8.583 1.819
H 8.432 -6.125 1.747
H 6.801 -5.553 1.835
H 7.504 -9.524 1.854
H 8.842 -8.431 1.759
C 4.779 0.637 7.905
O 5.905 0.279 8.211
N 4.092 0.096 6.867
N 4.112 1.616 8.583
H 3.166 0.378 6.601
H 4.549 -0.628 6.341
H 4.588 2.041 9.359
H 3.187 1.926 8.349
C -1.625 -5.712 -2.691
O -1.518 -4.595 -2.226
N -2.804 -6.197 -3.182
N -0.576 -6.578 -2.762
H -2.913 -7.115 -3.570
H -3.601 -5.585 -3.146
H 0.309 -6.255 -2.408
H -0.640 -7.504 -3.141
```

HOMO (eV): -4.542
Charge: -1
Energy (Eh): -3619.49752
HOMO-LUMO gap (Eh): 0.2231
Strongest force on any atom (Eh/bohr): 0.054

These are the Mulliken partial charges, in e, on atoms 1 to 5: number 1, C, carries -0.59; number 2, C, carries -0.59; number 3, C, carries -0.24; number 4, C, carries -0.71; number 5, C, carries -0.33

***

Density functional theory data (ωB97M-V with the def2-TZVPD basis set) for a 12-piece molecular cluster, C31H69N7O27S5 overall.

Geometry as XYZ:
```
139
Properties=species:S:1:pos:R:3
C 12.668 -19.182 16.497
C 12.064 -18.167 17.413
O 11.239 -18.951 18.221
S 10.475 -20.124 17.409
O 9.239 -19.639 16.895
O 10.506 -21.402 18.067
O 11.618 -20.129 16.240
H 13.488 -19.769 16.909
H 13.020 -18.740 15.566
H 11.443 -17.510 16.793
H 12.712 -17.520 17.999
C 3.997 -24.533 19.923
C 4.117 -25.898 19.229
O 5.186 -25.624 18.322
S 6.269 -24.513 18.866
O 6.209 -23.339 18.061
O 7.542 -25.086 19.183
O 5.371 -24.391 20.278
H 3.403 -24.497 20.833
H 3.674 -23.727 19.262
H 3.205 -26.114 18.670
H 4.326 -26.752 19.869
C 0.107 -16.820 15.738
C 0.951 -16.328 14.544
O 2.022 -17.285 14.703
S 2.485 -17.301 16.262
O 3.265 -16.139 16.665
O 2.917 -18.668 16.464
O 0.953 -17.110 16.827
H -0.210 -17.821 15.430
H -0.722 -16.151 15.956
H 1.409 -15.339 14.596
H 0.424 -16.436 13.601
C 12.726 -21.808 12.539
C 12.178 -20.383 12.721
O 13.325 -19.550 12.987
S 14.650 -20.389 13.357
O 14.546 -20.863 14.718
O 15.874 -19.782 12.908
O 14.143 -21.621 12.408
H 12.642 -22.124 11.496
H 12.464 -22.567 13.270
H 11.474 -20.357 13.551
H 11.729 -19.930 11.842
C 5.994 -20.593 15.591
C 5.795 -21.936 14.891
O 6.924 -22.045 14.020
S 7.199 -20.629 13.331
O 6.229 -20.379 12.241
O 8.575 -20.473 12.985
O 6.805 -19.792 14.696
H 6.509 -20.663 16.545
H 5.010 -20.131 15.663
H 4.910 -21.886 14.258
H 5.712 -22.735 15.622
C 2.316 -23.044 12.845
C 2.617 -23.502 14.241
O 2.688 -22.683 15.155
N 2.792 -24.842 14.351
C 3.323 -25.483 15.515
H 2.948 -22.181 12.616
H 1.339 -22.586 12.681
H 2.455 -23.793 12.069
H 2.515 -25.320 13.507
H 3.306 -24.771 16.340
H 4.371 -25.773 15.386
H 2.808 -26.390 15.833
C 5.720 -18.767 18.996
C 6.698 -17.730 19.423
O 6.758 -17.300 20.577
N 7.550 -17.341 18.452
C 8.544 -16.311 18.648
H 6.173 -19.189 18.098
H 4.739 -18.368 18.741
H 5.596 -19.531 19.760
H 7.414 -17.765 17.553
H 8.353 -15.620 19.467
H 8.632 -15.626 17.801
H 9.560 -16.689 18.778
C 12.646 -15.600 11.866
C 12.001 -16.167 13.107
O 12.437 -15.807 14.199
N 10.924 -16.934 12.922
C 10.015 -17.218 14.018
H 12.022 -15.046 11.157
H 13.353 -16.275 11.386
H 13.218 -14.708 12.135
H 10.534 -17.034 12.002
H 9.059 -16.745 13.785
H 10.327 -17.033 15.040
H 9.750 -18.280 14.064
C 2.871 -22.331 7.066
C 3.189 -22.254 8.562
O 2.340 -22.037 9.411
N 4.496 -22.433 8.880
C 4.947 -22.338 10.237
H 2.675 -23.339 6.713
H 3.750 -21.921 6.554
H 2.149 -21.573 6.767
H 5.116 -22.685 8.131
H 4.517 -23.146 10.833
H 4.829 -21.352 10.674
H 6.011 -22.585 10.181
C 5.918 -13.283 16.243
C 6.220 -14.447 15.357
O 6.441 -14.251 14.160
N 6.230 -15.649 15.963
C 6.474 -16.925 15.314
H 4.883 -13.353 16.584
H 6.288 -12.327 15.886
H 6.449 -13.340 17.202
H 5.560 -15.657 16.719
H 6.442 -16.713 14.244
H 5.667 -17.604 15.581
H 7.468 -17.307 15.545
C 8.447 -20.537 9.106
C 9.940 -20.175 9.090
O 10.744 -21.075 8.911
N 10.293 -18.878 9.364
C 11.718 -18.566 9.536
H 8.390 -21.580 8.812
H 7.928 -19.937 8.355
H 8.028 -20.305 10.085
H 9.602 -18.448 9.960
H 11.929 -17.764 8.818
H 12.452 -19.300 9.217
H 11.949 -18.080 10.483
C 3.863 -26.092 9.341
C 4.296 -25.877 10.757
O 3.389 -25.935 11.597
N 5.570 -25.644 11.096
C 5.976 -25.242 12.432
H 3.144 -26.909 9.286
H 4.690 -26.367 8.679
H 3.308 -25.275 8.879
H 6.241 -25.613 10.347
H 6.203 -24.175 12.407
H 6.897 -25.815 12.563
H 5.313 -25.464 13.261
```

Structure (SMILES): O=S1(=O)OCCO1.O=S1(=O)OCCO1.O=S1(=O)OCCO1.O=S1(=O)OCCO1.O=S1(=O)OCCO1.CNC(C)=O.CNC(C)=O.CNC(C)=O.CNC(C)=O.CNC(C)=O.CNC(C)=O.CNC(C)=O
HOMO (eV): -9.275
Energy (Eh): -5628.21773
HOMO-LUMO gap (Eh): 0.3453
Strongest force on any atom (Eh/bohr): 0.063

These are the Mulliken partial charges, in e, on atoms 1 to 5: number 1, C, carries -0.14; number 2, C, carries 0.00; number 3, O, carries -0.42; number 4, S, carries 0.77; number 5, O, carries -0.22